Record 1
Molecular formula: C2H5N3O2S3
Method: DFT, the ωB97M-V functional and the def2-TZVPD basis

## Properties
**E_LUMO**: -0.009 hartree
**Spin multiplicity**: 1
**Max |F|**: 4.97 eV/Å
**Energy above the lowest of the compared OMol25 structures with the same formula, charge and spin**: 0.0 kJ/mol
**Gap between HOMO and LUMO**: 7.0 eV

Last column: Löwdin charge in e.
Element x y z (Å)
S  2.179  -2.191  -0.710  0.56
S  -1.094  -0.448  0.909  0.58
S  1.145  -1.739  -2.487  0.58
O  1.108  1.605  1.254  -0.02
O  -0.738  2.461  2.328  0.05
N  0.052  -0.985  -0.127  -0.73
N  1.317  -1.220  0.391  -0.43
N  -1.477  -1.184  -1.907  0.13
C  0.414  2.557  1.606  -0.32
C  -0.256  -1.295  -1.428  -0.73
H  -2.198  -0.796  -1.474  0.00
H  0.478  3.531  1.260  0.11
H  -1.701  -1.597  -2.790  0.11
H  -0.942  1.561  2.501  0.01
H  1.714  -0.260  0.673  0.09



Record 2
Molecular formula: C4H10N2
Method: DFT, the ωB97M-V functional and the def2-TZVPD basis

## Properties
**E_LUMO**: 0.038 hartree
**Spin multiplicity**: 1
**Max |F|**: 6.06 eV/Å
**Energy above the lowest of the compared OMol25 structures with the same formula, charge and spin**: 192.9 kJ/mol
**Gap between HOMO and LUMO**: 10.3 eV
**Structure (SMILES)**: CCC/N=C\N

Last column: Löwdin charge in e.
Element x y z (Å)
N  -1.317  -1.406  1.909  0.02
N  -0.914  0.486  0.576  0.04
C  -0.016  -0.483  -0.206  -0.22
C  1.246  0.185  -0.723  -0.22
C  -1.482  0.020  1.581  -0.27
C  0.969  1.285  -1.812  -0.11
H  0.431  2.201  -1.557  0.06
H  1.884  -0.459  -1.136  0.05
H  1.598  0.654  0.174  0.10
H  -2.076  -1.801  2.477  0.08
H  1.947  1.575  -2.290  0.07
H  -1.943  0.621  2.322  0.09
H  0.312  -1.291  0.434  0.07
H  -0.623  -1.008  -0.923  0.11
H  0.300  0.984  -2.623  0.06
H  -0.315  -1.563  1.797  0.06



Record 3
Molecular formula: H28O14
Method: DFT, the ωB97M-V functional and the def2-TZVPD basis

## Properties
**E_LUMO**: -0.002 hartree
**Spin multiplicity**: 1
**Max |F|**: 9.56 eV/Å
**Energy above the lowest of the compared OMol25 structures with the same formula, charge and spin**: 1929.6 kJ/mol
**Gap between HOMO and LUMO**: 9.2 eV

Last column: Löwdin charge in e.
Element x y z (Å)
O  -0.152  0.080  0.465  -0.19
O  -2.085  1.762  -2.241  -0.05
O  -0.358  -2.518  0.733  0.08
O  -1.646  -1.241  -0.680  -0.02
O  0.607  -1.649  2.252  -0.05
O  0.189  1.155  -1.278  -0.03
O  -0.685  2.146  0.486  0.08
O  -2.077  0.797  -0.138  -0.08
O  0.977  1.668  1.900  -0.04
O  1.315  -1.470  -0.919  0.05
O  0.744  -0.320  -2.586  0.06
O  -1.640  -0.405  1.896  -0.04
O  2.303  0.755  -0.704  -0.04
O  2.320  -0.407  1.062  -0.02
H  -0.056  -0.991  2.461  0.02
H  -2.924  1.215  0.013  0.14
H  0.656  -1.037  -3.214  0.12
H  -1.264  -0.153  1.052  -0.11
H  -1.947  -1.152  -1.584  0.09
H  -1.501  1.316  -1.628  -0.02
H  2.053  -1.500  -0.310  0.11
H  -1.627  -0.345  -0.344  -0.11
H  1.218  -2.372  -1.225  0.15
H  -1.441  1.394  0.256  -0.20
H  3.067  -0.954  1.309  0.13
H  2.096  0.127  -0.012  -0.16
H  0.909  -0.753  -1.749  -0.15
H  0.371  -0.652  0.138  0.05
H  -0.242  0.665  -0.287  -0.12
H  1.659  -0.590  1.730  0.02
H  0.228  1.969  0.258  0.09
H  1.081  1.258  2.758  0.06
H  0.187  -2.216  1.606  -0.25
H  -0.556  -1.707  0.263  0.00
H  0.625  0.563  -1.892  -0.14
H  -2.924  1.807  -1.783  0.04
H  -0.230  1.812  -1.834  0.11
H  -1.033  -3.133  0.444  0.13
H  -0.779  3.093  0.383  0.16
H  -1.512  0.361  2.454  0.06
H  3.251  0.685  -0.815  0.07
H  0.822  0.937  1.302  -0.03



Record 4
Molecular formula: C4H7BN2O
Method: DFT, the ωB97M-V functional and the def2-TZVPD basis

## Properties
**E_LUMO**: -0.007 hartree
**Spin multiplicity**: 1
**Max |F|**: 3.12 eV/Å
**Energy above the lowest of the compared OMol25 structures with the same formula, charge and spin**: 450.5 kJ/mol
**Gap between HOMO and LUMO**: 8.1 eV

Last column: Löwdin charge in e.
Element x y z (Å)
O  1.004  2.258  0.611  -0.37
N  -3.225  -0.177  -0.335  0.01
N  -2.888  1.068  0.033  0.01
C  1.804  -1.060  -0.130  -0.03
C  -1.068  -0.158  0.215  -0.14
C  -2.202  -0.947  -0.222  -0.13
C  -1.564  1.133  0.237  -0.08
B  0.468  -0.279  0.043  0.19
H  1.734  -1.820  -0.828  0.03
H  -0.956  1.965  0.680  0.11
H  1.844  2.576  0.349  -0.12
H  -3.503  1.894  -0.248  0.20
H  2.620  -0.284  -0.392  0.11
H  2.049  -1.722  0.707  0.08
H  -2.381  -2.017  -0.430  0.12



Record 5
Molecular formula: C27H29NO20
Method: DFT, the ωB97M-V functional and the def2-TZVPD basis

## Properties
**E_LUMO**: -0.067 hartree
**Spin multiplicity**: 1
**Max |F|**: 9.23 eV/Å
**Gap between HOMO and LUMO**: 6.1 eV
**Structure (SMILES)**: Cc1ccc(CC2=C(ON=O)C(=O)OC2=O)cc1.O=C1OCCO1.O=C1OCCO1.O=C1OCCO1.O=C1OCCO1.O=C1OCCO1

Last column: Löwdin charge in e.
Element x y z (Å)
O  -3.816  -1.540  -2.703  0.05
O  5.811  1.182  4.196  0.12
O  0.330  -3.427  1.012  0.04
O  3.569  1.296  3.752  0.01
O  -0.384  5.207  -2.589  0.13
O  -0.373  1.767  -5.034  0.07
O  -4.439  0.012  -4.264  0.12
O  -0.002  -0.717  5.694  0.06
O  -0.330  -0.241  -6.052  0.07
O  -1.834  3.504  -2.106  0.05
O  -1.599  1.907  0.999  0.03
O  -2.835  -2.788  0.932  0.00
O  2.076  -0.845  6.642  0.13
O  -2.667  -0.238  1.129  0.05
O  -0.311  -2.835  -0.935  -0.03
O  4.298  1.588  5.863  0.08
O  0.911  0.088  -4.160  0.11
O  -2.647  5.537  -2.637  0.06
O  -5.646  -1.908  -3.963  0.07
O  0.796  -2.719  6.351  0.08
N  0.601  -3.470  -0.177  0.00
C  -1.034  1.918  -6.276  -0.13
C  -5.376  -3.108  -3.264  -0.13
C  -1.360  0.512  -6.664  -0.14
C  -0.568  -2.903  6.023  -0.13
C  4.368  -1.976  -0.632  -0.03
C  0.819  0.441  -0.999  -0.11
C  2.918  -1.413  -1.157  -0.04
C  4.526  0.257  1.239  0.01
C  -1.521  4.786  -2.455  -0.51
C  -1.551  0.615  0.668  -0.17
C  5.113  -1.130  0.567  -0.17
C  -4.618  -1.052  -3.694  -0.51
C  -0.463  -0.242  -0.240  0.06
C  2.289  -0.057  -0.471  -0.14
C  -0.911  -1.683  -0.246  -0.02
C  -2.295  -1.591  0.689  -0.19
C  4.661  1.341  4.570  -0.51
C  -3.223  3.479  -1.837  -0.14
C  0.137  0.502  -5.007  -0.49
C  2.925  1.932  5.847  -0.14
C  -3.744  4.644  -2.614  -0.14
C  3.058  0.829  0.709  0.01
C  2.427  1.299  4.588  -0.13
C  -4.476  -2.665  -2.156  -0.15
C  6.544  -1.732  1.121  -0.13
C  -0.888  -1.701  5.195  -0.13
C  1.047  -1.380  6.263  -0.50
H  -1.354  0.368  -7.748  0.14
H  -0.711  -3.838  5.473  0.14
H  0.700  0.329  -2.158  0.10
H  2.285  -1.950  -1.986  0.09
H  -1.153  -2.942  6.948  0.14
H  2.099  0.265  4.741  0.11
H  -3.377  3.592  -0.759  0.13
H  -4.885  -3.811  -3.945  0.14
H  2.418  1.546  6.735  0.13
H  4.782  -2.949  -1.140  0.09
H  -1.929  2.537  -6.167  0.14
H  -3.663  2.532  -2.162  0.13
H  6.921  -1.000  1.956  0.08
H  2.834  3.023  5.830  0.14
H  1.613  1.867  4.130  0.14
H  -4.006  4.378  -3.643  0.13
H  -4.611  5.109  -2.136  0.14
H  -5.033  -2.351  -1.266  0.14
H  2.546  1.809  1.118  0.10
H  0.759  1.611  -0.775  0.13
H  -0.352  2.400  -6.984  0.14
H  -0.679  -1.858  4.131  0.14
H  -1.927  -1.381  5.309  0.14
H  6.439  -2.854  1.513  0.09
H  -2.325  0.181  -6.266  0.13
H  -3.757  -3.437  -1.870  0.14
H  7.285  -1.772  0.216  0.08
H  5.069  0.874  2.081  0.08
H  -6.301  -3.559  -2.894  0.14



So what do the calculations give for total energy? Going down the list: -43223.5090, -7288.6205, -29101.6524, -9961.4511, -70893.5878 eV.